This record from OMol25 describes a structure of composition C31H24CoN3O8P. The level of theory is ωB97M-V with the def2-TZVPD basis set.

Each line ends with the Mulliken spin population.
Element x y z (Å)
Co1 -0.13 -1.11 0.68  2.87
O1 2.38 1.48 2.81  0.01
C1 1.94 0.45 2.31  0.01
O2 0.98 0.43 1.44  0.09
C2 2.54 -0.91 2.63  0.00
C3 2.90 -1.63 1.32  -0.01
C4 3.88 -2.77 1.58  0.00
C5 2.95 -3.81 2.26  0.00
C6 1.61 -3.09 2.26  0.00
O3 1.68 -2.34 1.02  0.03
C7 1.58 -1.96 3.29  -0.01
C8 0.14 -1.47 3.53  0.00
O4 -0.18 -1.08 4.64  0.02
O5 -0.65 -1.52 2.50  0.08
H1 3.42 -0.74 3.25  0.00
H2 3.14 -0.97 0.49  0.00
H3 4.70 -2.45 2.22  0.00
H4 4.29 -3.15 0.65  0.00
H5 3.27 -4.07 3.27  0.00
H6 2.89 -4.72 1.67  0.00
H7 0.73 -3.72 2.23  0.00
H8 1.97 -2.27 4.26  0.00
O6 -1.06 -2.79 -2.48  0.03
C9 -0.64 -1.72 -2.13  0.01
O7 0.26 -1.52 -1.21  0.16
C10 -1.09 -0.46 -2.86  0.03
C11 -1.64 -0.61 -4.13  -0.01
C12 -2.00 0.49 -4.88  0.00
C13 -1.82 1.77 -4.37  0.00
C14 -1.29 1.93 -3.10  0.01
C15 -0.94 0.82 -2.33  -0.01
P1 -0.22 1.04 -0.68  0.27
C16 -1.25 2.25 0.19  0.08
C17 -0.80 2.79 1.39  0.04
C18 -1.62 3.64 2.11  -0.02
C19 -2.89 3.96 1.65  0.03
C20 -3.34 3.41 0.46  -0.02
C21 -2.53 2.56 -0.27  0.04
C22 1.38 1.78 -1.07  0.04
C23 2.29 0.97 -1.75  0.02
C24 3.54 1.46 -2.09  -0.01
C25 3.89 2.76 -1.75  0.02
C26 2.99 3.57 -1.07  -0.01
C27 1.73 3.08 -0.73  0.03
H9 -1.76 -1.62 -4.51  0.00
H10 -2.41 0.36 -5.87  0.00
H11 -2.08 2.64 -4.96  0.00
H12 -1.15 2.93 -2.69  0.00
H13 0.18 2.52 1.77  0.01
H14 -1.27 4.05 3.05  0.00
H15 -3.53 4.62 2.22  0.00
H16 -4.34 3.65 0.10  0.00
H17 -2.89 2.13 -1.19  0.01
H18 2.01 -0.05 -2.00  0.01
H19 4.24 0.82 -2.61  0.00
H20 4.87 3.14 -2.00  0.00
H21 3.26 4.58 -0.79  0.00
H22 1.04 3.71 -0.19  0.00
N1 -4.31 -0.87 -0.17  0.00
C28 -3.15 -1.55 0.07  0.00
O8 -2.10 -0.83 0.16  0.08
C29 -3.20 -2.95 0.22  0.00
C30 -2.03 -3.70 0.44  0.01
N2 -1.09 -4.34 0.61  0.01
C31 -4.44 -3.61 0.06  0.00
N3 -5.45 -4.15 -0.07  0.00
H23 -4.23 0.10 -0.39  0.00
H24 -5.13 -1.38 -0.46  0.00

Its total charge is -1. The calculation puts the orbital gap (alpha / beta) at 0.2783 / 0.2015 Eh. As for the expectation value of S²: 6.015. As for the spin multiplicity: 5. For the HOMO energy (alpha / beta), the calculation gives -5.24 / -5.23 eV. The energy comes out at -100306.7242 eV.